Entry 1:
# C33H44F4N4O2S

A cluster of 2 separate species, C33H44F4N4O2S in total in a non-equilibrium geometry (ωB97M-V/def2-TZVPD, the Open Molecules 2025 dataset).

Largest force on an atom in eV Å⁻¹: 1.96
Charge: 0
Multiplicity: 1
HOMO level in eV: -9.1
Calculated total energy in eV: -66694.0485

Structure (XYZ):
```
88
Properties=species:S:1:pos:R:3:lowdin_charge:R:1
C -6.22813 0.76471 -2.11534 -0.104
O -5.27823 1.69333 -1.62717 -0.210
C -4.47836 2.24325 -2.64440 -0.247
C -3.09659 2.57416 -2.02180 -0.161
C -3.29788 3.64285 -0.93635 -0.158
C -2.03982 3.91801 -0.04513 -0.117
C -1.12218 2.71048 0.17079 -0.086
C 0.12484 2.73502 -0.55274 -0.207
N 0.48065 3.87760 -1.40066 0.105
C 0.97190 4.71301 -0.64537 -0.776
S 1.36863 5.80918 0.38947 0.796
C 0.98896 1.71276 -0.43195 0.051
C 0.69390 0.58140 0.36510 -0.181
N 1.63107 -0.41507 0.38273 0.208
C 1.23392 -1.42680 1.11679 -0.211
C 2.20878 -2.60542 1.20808 -0.122
C 3.47984 -2.24525 2.04168 -0.162
C 3.53181 -2.81777 3.47155 -0.400
C 3.33371 -4.36384 3.55510 -0.065
C 2.61302 -2.03354 4.46738 -0.064
C -0.00194 -1.48946 1.84523 -0.184
C -0.39929 -2.68221 2.70648 -0.062
C -1.43849 -3.52513 1.97560 -0.164
C -1.32344 -3.75994 0.60925 -0.040
C -2.23572 -4.50263 -0.08618 -0.090
C -3.34635 -5.04293 0.54084 -0.080
C -3.46607 -4.82040 1.89743 -0.062
C -2.54841 -4.06908 2.60552 -0.228
C -2.81378 -3.87538 4.09484 -0.040
N -0.85229 -0.49540 1.83264 0.218
C -0.50569 0.57227 1.05599 -0.130
C -1.43929 1.66200 0.98705 -0.004
C -2.69400 1.53063 1.83615 -0.382
F -3.47480 2.63364 1.89083 0.108
F -2.41800 1.21553 3.13155 0.100
C -3.60272 0.35891 1.27679 -0.272
F -4.89722 0.75323 1.19574 0.079
F -3.23195 -0.02399 0.02854 0.077
H -7.03418 1.31911 -2.62418 0.091
H -6.67705 0.28535 -1.23506 0.087
H -5.78987 -0.02833 -2.73763 0.090
H -4.90355 3.16107 -3.09106 0.126
H -4.28647 1.53369 -3.46858 0.119
H -2.43619 2.94077 -2.82284 0.122
H -2.70073 1.62441 -1.64822 0.102
H -4.15639 3.46054 -0.28509 0.105
H -3.49998 4.58659 -1.46788 0.116
H -1.50492 4.74935 -0.51309 0.088
H -2.33232 4.28853 0.94365 0.116
H 1.92069 1.75241 -0.99673 0.117
H 1.71707 -3.53698 1.49565 0.089
H 2.55159 -2.75293 0.17216 0.118
H 3.49464 -1.14775 2.12811 0.103
H 4.36887 -2.49264 1.44618 0.113
H 4.55276 -2.62769 3.83696 0.119
H 4.28731 -4.82154 3.85173 0.072
H 2.62437 -4.62385 4.35041 0.072
H 3.04704 -4.76743 2.57894 0.066
H 2.48989 -1.01173 4.07793 0.076
H 3.17900 -1.90438 5.39921 0.076
H 1.65318 -2.52473 4.63997 0.056
H 0.45841 -3.25894 3.05803 0.098
H -0.90863 -2.25956 3.58217 0.111
H -0.46036 -3.35375 0.07957 0.116
H -2.12785 -4.69605 -1.15334 0.107
H -4.09023 -5.61928 -0.00266 0.106
H -4.32779 -5.27351 2.38937 0.114
H -2.27342 -4.62923 4.68489 0.090
H -3.87811 -4.09080 4.26871 0.075
H -2.64678 -2.85599 4.45552 0.073
H -3.55423 -0.50431 1.95007 0.156
C 5.54286 3.80384 -3.76976 -0.072
C 4.22156 3.19824 -3.30719 -0.434
C 4.11753 1.68492 -3.56252 -0.208
O 3.84795 1.33142 -4.90671 -0.187
C 4.98190 1.29733 -5.75379 -0.107
N 3.11801 3.93327 -3.93229 0.045
H 5.59056 3.91781 -4.85267 0.064
H 5.67214 4.79710 -3.33835 0.076
H 6.38953 3.19142 -3.45127 0.078
H 4.15836 3.34753 -2.22398 0.131
H 3.26781 1.30425 -2.98783 0.108
H 5.00593 1.15473 -3.19502 0.121
H 5.87571 0.95333 -5.22577 0.090
H 5.16279 2.27859 -6.19850 0.075
H 4.76958 0.60113 -6.56554 0.087
H 2.23989 3.59161 -3.54750 0.051
H 3.08055 3.65188 -4.90913 0.070
```

---

Entry 2:
# CH15CuO7

A structure of composition CH15CuO7 in a non-equilibrium geometry (ωB97M-V/def2-TZVPD, the Open Molecules 2025 dataset).

Largest force on an atom in eV Å⁻¹: 4.98
Charge: 0
Multiplicity: 1
HOMO level in eV: -7.0
Calculated total energy in eV: -60249.1734

Structure (XYZ):
```
24
Properties=species:S:1:pos:R:3:nbo_charge:R:1
Cu -0.73342 -0.37550 -0.31683 0.879
C 0.78458 -0.16450 1.74917 -0.217
O 0.72158 0.28450 0.45217 -1.030
H -0.17042 -0.02150 2.18017 0.113
H 1.51558 0.25150 2.30417 0.156
H 0.94658 -1.22150 1.68417 0.127
O 0.13458 2.60950 1.19817 -1.002
H 0.95558 2.79950 1.66917 0.451
H 0.29758 1.71950 0.82817 0.485
O -1.00542 0.17050 -2.01883 -0.968
H -1.87842 -0.18650 -2.37383 0.480
H -0.28642 -0.16650 -2.52483 0.506
O -1.08242 -2.21450 -0.65983 -0.972
H -1.01042 -2.69550 -1.54983 0.495
H -2.04742 -2.27350 -0.39083 0.491
O -2.02142 0.51450 0.71417 -0.963
H -2.90942 0.54750 0.36117 0.487
H -2.05742 0.11850 1.61117 0.501
O 2.28958 -1.90350 -0.78383 -0.951
H 2.12058 -2.86350 -0.88983 0.458
H 1.78958 -1.56550 -0.05283 0.489
O 1.29158 2.26350 -1.43583 -0.982
H 1.22458 1.43350 -0.97183 0.489
H 1.13058 2.93950 -0.78283 0.480
```

---

Entry 3:
# C4H9O2

A cluster of 2 separate species, C4H9O2 in total in a non-equilibrium geometry (ωB97M-V/def2-TZVPD, the Open Molecules 2025 dataset).

Largest force on an atom in eV Å⁻¹: 5.84
Charge: 0
Multiplicity: 2
HOMO level (alpha / beta) in eV: -10.9 / -10.6
Calculated total energy in eV: -8385.9162
ΔE to the lowest compared entry with this formula, charge and spin in kcal/mol: 22.9

Structure (XYZ):
```
15
Properties=species:S:1:pos:R:3:lowdin_spin:R:1
C -0.11907 -1.28358 -1.91085 0.000
C -0.64264 -1.80038 -0.57893 -0.001
H -1.01787 -1.03405 -2.58697 0.000
H 0.61208 -0.38472 -1.80494 0.000
H 0.46947 -2.01446 -2.56472 0.000
H -1.36366 -0.96010 -0.23761 -0.001
H -1.29377 -2.67893 -0.72057 0.000
H 0.16575 -1.94329 0.15259 0.000
C 0.96573 1.58081 1.86662 0.077
C -0.26314 2.03231 0.94226 0.076
O -0.20583 2.89838 0.04550 0.074
O -1.21133 1.28099 1.14945 0.758
H 0.55667 1.49286 2.80426 -0.001
H 1.85793 2.22565 1.77259 0.017
H 1.48968 0.58851 1.67132 0.000
```

---

Entry 4:
# C26H54BrF2N4O4

A cluster of 4 separate species, C26H54BrF2N4O4 in total (ωB97M-V/def2-TZVPD, the Open Molecules 2025 dataset).

Largest force on an atom in eV Å⁻¹: 0.77
Charge: -1
Multiplicity: 1
HOMO level in eV: -4.6
Calculated total energy in eV: -117466.9775

Structure (XYZ):
```
91
Properties=species:S:1:pos:R:3:lowdin_charge:R:1
C 3.75253 -0.19050 2.81457 -0.012
C 3.01460 -1.43873 3.26483 -0.414
F 2.22145 -1.13251 4.35041 -0.007
N 3.91571 -2.50056 3.67160 -0.040
C 4.93165 -2.81300 2.69662 -0.101
C 4.43531 -3.48536 1.43223 -0.414
O 3.44478 -3.27330 0.82571 0.157
F 5.30259 -4.45095 1.01318 0.076
C 3.33482 -3.72598 4.28077 -0.187
C 1.94613 -4.10528 3.70903 -0.128
C 0.72512 -3.65848 4.45757 -0.711
O 0.32048 -3.99848 5.49844 0.098
Br -0.44168 -2.43457 3.33528 0.599
C 3.42349 -3.76846 5.85604 -0.706
O 3.97370 -4.82126 6.23991 -0.063
O 2.88947 -2.84093 6.46345 -0.018
H 3.11339 0.66607 3.01899 0.083
H 4.69649 -0.08389 3.34977 0.085
H 3.96511 -0.21874 1.74225 0.073
H 2.31291 -1.75912 2.48244 0.088
H 5.44858 -1.90319 2.37706 0.124
H 5.68779 -3.46154 3.13887 0.136
H 3.99243 -4.54474 3.98880 0.125
H 1.85380 -3.79312 2.67089 0.070
H 1.88509 -5.19739 3.72771 0.139
C 1.20705 -1.15911 -0.13310 -0.092
C 0.44609 0.14071 0.06067 -0.263
N 1.08123 1.28352 -0.57803 -0.196
C 0.54422 2.55576 -0.13997 -0.250
C -0.92474 2.86835 -0.45285 -0.083
C 1.33568 1.14204 -1.99855 -0.245
C 0.14107 0.84138 -2.91480 -0.083
H 2.24508 -1.05109 0.17874 0.056
H 0.75462 -1.94436 0.47343 0.046
H 1.19870 -1.50271 -1.16934 0.066
H 0.40342 0.36127 1.13125 0.111
H -0.59824 -0.00305 -0.26240 0.103
H 1.17629 3.35098 -0.54682 0.110
H 0.67633 2.59585 0.94630 0.103
H -1.08529 3.11818 -1.50165 0.054
H -1.24589 3.73086 0.13654 0.055
H -1.57842 2.03527 -0.19229 0.066
H 2.07190 0.34519 -2.12776 0.102
H 1.83236 2.05612 -2.33575 0.112
H -0.49447 0.05637 -2.50212 0.065
H 0.50340 0.49155 -3.88469 0.060
H -0.47830 1.71981 -3.09518 0.054
C -2.44151 -0.61421 -8.44819 -0.094
C -1.52836 -0.94023 -7.27604 -0.278
N -1.73629 -2.27639 -6.74911 -0.203
C -1.10408 -2.49394 -5.45898 -0.246
C 0.42609 -2.44173 -5.38495 -0.084
C -1.61627 -3.35653 -7.71238 -0.249
C -0.29740 -3.48655 -8.48728 -0.083
H -3.48451 -0.79197 -8.18291 0.079
H -2.32913 0.43571 -8.72192 0.071
H -2.20613 -1.20822 -9.33209 0.062
H -1.73886 -0.24338 -6.46019 0.116
H -0.48475 -0.75110 -7.57724 0.102
H -1.44887 -3.45807 -5.07613 0.112
H -1.50751 -1.73969 -4.77616 0.105
H 0.89279 -3.32495 -5.81951 0.055
H 0.73704 -2.39315 -4.33968 0.066
H 0.82644 -1.55917 -5.88588 0.063
H -2.42917 -3.25436 -8.43570 0.099
H -1.81753 -4.28819 -7.17811 0.113
H 0.03918 -2.52343 -8.87407 0.064
H -0.43792 -4.15115 -9.34216 0.069
H 0.50337 -3.90218 -7.87778 0.054
C -3.41436 6.60694 3.34179 -0.094
C -3.04989 5.14911 3.10416 -0.278
N -2.26156 4.57856 4.17971 -0.201
C -1.65208 3.30451 3.83785 -0.242
C -2.57224 2.11093 3.55748 -0.075
C -2.84713 4.67280 5.50555 -0.247
C -4.23712 4.05879 5.72319 -0.083
H -2.52088 7.19625 3.55255 0.078
H -3.89658 7.01629 2.45285 0.070
H -4.10884 6.72743 4.17402 0.062
H -2.44206 5.08114 2.19748 0.107
H -3.97289 4.58327 2.89526 0.102
H -0.95787 3.03632 4.63813 0.116
H -1.03011 3.47247 2.95212 0.098
H -3.01674 1.71052 4.46753 0.058
H -1.99382 1.30530 3.10153 0.065
H -3.37665 2.36793 2.86641 0.065
H -2.89361 5.73021 5.77858 0.098
H -2.13742 4.22270 6.20341 0.115
H -4.92860 4.33341 4.92486 0.063
H -4.65760 4.42688 6.66127 0.069
H -4.20643 2.97224 5.78266 0.056
```

---

Entry 5:
# C27H19N3O9Sn

A structure of composition C27H19N3O9Sn in a non-equilibrium geometry (ωB97M-V/def2-TZVPD, the Open Molecules 2025 dataset).

Largest force on an atom in eV Å⁻¹: 3.16
Charge: 0
Multiplicity: 1
HOMO level in eV: -8.6
Calculated total energy in eV: -57034.7715
ΔE to the lowest compared entry with this formula, charge and spin in kcal/mol: 85.7

Structure (XYZ):
```
59
Properties=species:S:1:pos:R:3:nbo_charge:R:1
Sn 0.16668 0.90719 1.31775 1.508
O 2.72148 2.09619 4.79495 -0.545
C 1.89808 1.98779 3.91505 0.631
N 1.46208 0.84619 3.31805 -0.835
C 1.92728 -0.34111 3.79255 0.630
O 2.76508 -0.52201 4.64585 -0.542
C 1.21108 -1.54091 3.19675 0.140
C 1.59628 -2.81711 3.59695 -0.200
C 0.88158 -3.91141 3.13905 -0.146
C -0.20542 -3.69461 2.30665 -0.245
C -0.50372 -2.39341 1.93705 0.048
N 0.19068 -1.34831 2.36705 -0.522
C 1.18088 3.23389 3.41895 0.122
C 1.71278 4.48609 3.70885 -0.199
C 1.02438 5.61659 3.29925 -0.155
C -0.19042 5.45889 2.65075 -0.243
C -0.64702 4.17289 2.40885 0.045
N 0.02938 3.09109 2.77255 -0.495
H 2.44138 -2.92511 4.25875 0.257
H 1.15968 -4.91321 3.43135 0.226
H -0.80782 -4.51471 1.94865 0.229
H -1.33262 -2.16551 1.28225 0.224
H 2.65018 4.55019 4.23665 0.250
H 1.42778 6.60169 3.48555 0.224
H -0.76492 6.31289 2.32775 0.226
H -1.59112 3.98769 1.91275 0.201
O -4.05912 0.54189 -3.93885 -0.420
C -3.27762 0.74479 -3.05355 0.463
C -2.37452 -0.27801 -2.39105 0.039
O -2.70252 -1.64431 -2.41495 -0.474
C -2.05062 0.31459 -1.06585 0.492
C -2.11492 1.78909 -1.20205 0.373
O -1.47722 2.56259 -0.49975 -0.402
C -2.97022 2.09149 -2.39415 0.360
O -3.40402 3.15739 -2.75435 -0.359
O -1.77362 -0.29361 -0.04555 -0.494
C -1.83272 -2.73911 -4.43365 -0.625
C -1.50212 -2.01071 -3.14435 0.248
C -1.10572 -0.53111 -3.32015 -0.210
C 0.18798 -0.06931 -2.76935 -0.015
C 0.61138 1.33049 -3.09225 -0.667
C 0.90748 -0.89121 -1.98195 -0.100
C 0.57068 -2.29201 -1.77185 0.028
C 1.56378 -3.13081 -1.03005 -0.643
C -0.55822 -2.79841 -2.28695 -0.219
C 2.11938 -0.31201 -1.26125 0.785
O 3.20788 -0.31731 -1.78645 -0.622
O 1.81228 0.16209 -0.11035 -0.879
H -2.51602 -2.13801 -5.02985 0.224
H -2.31122 -3.68571 -4.20105 0.226
H -0.91522 -2.92441 -4.98685 0.227
H -1.29602 -0.13931 -4.32165 0.235
H -0.03822 1.77149 -3.84705 0.208
H 1.63648 1.32249 -3.46195 0.262
H 0.60468 1.96929 -2.20685 0.229
H 1.72928 -2.73911 -0.02735 0.228
H 2.52318 -3.08831 -1.54795 0.245
H 1.23238 -4.16491 -0.95825 0.215
H -0.83062 -3.83171 -2.13315 0.210
```

---

Entry 6:
# C7H14

A structure of composition C7H14 (ωB97M-V/def2-TZVPD, the Open Molecules 2025 dataset).

Largest force on an atom in eV Å⁻¹: 0.40
Charge: 0
Multiplicity: 1
HOMO level in eV: -6.9
Calculated total energy in eV: -7479.4172
ΔE to the lowest compared entry with this formula, charge and spin in kcal/mol: 158.6

Structure (XYZ):
```
21
Properties=species:S:1:pos:R:3:nbo_charge:R:1
C -0.42539 1.82859 0.56290 -0.709
C -0.08815 0.59216 -0.21094 0.073
C -1.60395 -0.37444 -0.94024 -0.555
C -1.46767 -0.60915 0.86580 -0.592
C 1.07322 -0.16694 0.28040 -0.365
C 2.34988 0.07018 -0.50688 -0.383
C 1.67751 -1.26112 -0.56191 -0.407
H -0.37366 1.75146 1.66789 0.164
H 0.32517 2.57061 0.25877 0.244
H -1.40702 2.23662 0.29356 0.215
H -2.49512 -1.02561 -0.82731 0.185
H -1.98418 0.54825 -1.37792 0.222
H -0.96661 -0.90116 -1.64854 0.221
H -0.81835 -0.25825 1.66918 0.207
H -2.48094 -0.28437 1.10983 0.216
H -1.39790 -1.69786 0.84301 0.219
H 1.23184 -0.27586 1.36510 0.176
H 2.27780 0.71080 -1.38019 0.225
H 3.27013 0.16615 0.06248 0.214
H 2.14155 -2.09572 -0.04383 0.216
H 1.16186 -1.52433 -1.48117 0.215
```

---

charge of number 3 (C4H9O2)?
0

---

What is the charge in the second record?
0

---

Which value of multiplicity does entry 6 give?
1

---

What did the second record say?
# CH15CuO7

A structure of composition CH15CuO7 in a non-equilibrium geometry (ωB97M-V/def2-TZVPD, the Open Molecules 2025 dataset).

Largest force on an atom in eV Å⁻¹: 4.98
Charge: 0
Multiplicity: 1
HOMO level in eV: -7.0
Calculated total energy in eV: -60249.1734

Structure (XYZ):
```
24
Properties=species:S:1:pos:R:3:nbo_charge:R:1
Cu -0.73342 -0.37550 -0.31683 0.879
C 0.78458 -0.16450 1.74917 -0.217
O 0.72158 0.28450 0.45217 -1.030
H -0.17042 -0.02150 2.18017 0.113
H 1.51558 0.25150 2.30417 0.156
H 0.94658 -1.22150 1.68417 0.127
O 0.13458 2.60950 1.19817 -1.002
H 0.95558 2.79950 1.66917 0.451
H 0.29758 1.71950 0.82817 0.485
O -1.00542 0.17050 -2.01883 -0.968
H -1.87842 -0.18650 -2.37383 0.480
H -0.28642 -0.16650 -2.52483 0.506
O -1.08242 -2.21450 -0.65983 -0.972
H -1.01042 -2.69550 -1.54983 0.495
H -2.04742 -2.27350 -0.39083 0.491
O -2.02142 0.51450 0.71417 -0.963
H -2.90942 0.54750 0.36117 0.487
H -2.05742 0.11850 1.61117 0.501
O 2.28958 -1.90350 -0.78383 -0.951
H 2.12058 -2.86350 -0.88983 0.458
H 1.78958 -1.56550 -0.05283 0.489
O 1.29158 2.26350 -1.43583 -0.982
H 1.22458 1.43350 -0.97183 0.489
H 1.13058 2.93950 -0.78283 0.480
```